6
Properties=species:S:1:pos:R:3 method="wB97M-V/def2-TZVPD" de_lowest_kcal_mol=37.90 e_homo_ha=-0.346 smiles=NOS total_energy_ha=-529.88245 multiplicity=1
N 0.6907 0.1411 0.1699
O -0.1110 -1.1490 0.3008
S -1.5526 -1.0475 -0.4543
H 0.8807 0.2589 -0.8255
H 1.5569 -0.1413 0.6311
H -2.2149 -0.3418 0.4811

***

6
Properties=species:S:1:pos:R:3 method="wB97M-V/def2-TZVPD" de_lowest_kcal_mol=169.40 e_homo_ha="-0.238 / -0.238" total_energy_ha=-421.04299 multiplicity=1
N -0.7494 2.2221 1.2111
O -0.8091 1.0271 1.0200
Si 0.4835 -0.9482 -0.5166
H -0.1438 -0.0524 -1.5902
H 1.7941 -0.5263 -0.1763
H -0.5754 -1.7223 0.0521

***

7
Properties=species:S:1:pos:R:3 method="wB97M-V/def2-TZVPD" de_lowest_kcal_mol=31.96 e_homo_ha=-0.336 total_energy_ha=-1137.40595 multiplicity=1
N 1.0998 1.9719 -0.3946
P 0.6971 0.4696 -0.2126
P -1.4329 -0.3390 -0.3381
S 2.0328 -1.0218 -0.0126
H 2.0811 2.2412 -0.0835
H -1.9816 0.8458 0.1673
H -1.6899 -0.2471 -1.8156

***

7
Properties=species:S:1:pos:R:3 method="wB97M-V/def2-TZVPD" de_lowest_kcal_mol=28.30 e_homo_ha="-0.130 / -0.130" total_charge=-1 total_energy_ha=-839.93987 multiplicity=1
O -0.3010 -1.2122 0.0175
O -2.4535 1.2244 0.1229
Si 0.9090 -0.2329 0.0478
S -2.5255 -0.2643 -0.0351
H 0.5543 0.9495 0.8520
H 2.4092 -0.5629 0.3497
H 1.4076 0.0984 -1.3548

***

7
Properties=species:S:1:pos:R:3 method="wB97M-V/def2-TZVPD" e_homo_ha="-0.171 / -0.331" total_energy_ha=-1537.55313 multiplicity=3 s_squared=2.01
P 0.0067 -0.2209 0.3141
S 1.7177 -0.9297 -0.7612
S -1.6304 -1.1169 -0.6429
S -0.3476 1.7379 -0.4752
H 2.6103 -0.7651 0.3961
H -2.4742 -1.2166 0.4745
H 0.1176 2.5114 0.6945

***

6
Properties=species:S:1:pos:R:3 method="wB97M-V/def2-TZVPD" de_lowest_kcal_mol=6.60 e_homo_ha=-0.117 total_charge=-1 total_energy_ha=-1196.39447 multiplicity=1
S -1.0870 -1.8039 0.3714
S 0.2277 -0.6275 -0.7829
H -2.0637 -1.8781 -0.5359
H 0.5080 0.7772 0.1011
S 0.9941 2.2634 0.4715
H 0.3402 3.1014 -0.3336